DFT (ωB97M-V with the def2-TZVPD basis set) results for C59H47CaCl5N2OP2S3 as an isolated structure.

The geometry in XYZ format:
```
120
Properties=species:S:1:pos:R:3
Ca 2.384 1.383 -2.067
S 2.049 -1.022 -0.276
C 1.735 -0.457 1.255
N 2.249 -1.004 2.346
C 1.937 -0.512 3.684
C 0.493 -0.116 3.719
N 0.266 0.882 2.678
C -0.686 1.946 3.022
C -2.084 1.405 3.191
C -2.613 1.216 4.462
C -3.891 0.697 4.627
C -4.648 0.365 3.515
C -4.128 0.554 2.242
C -2.853 1.071 2.078
C 0.794 0.740 1.462
S 0.462 1.775 0.209
C 3.169 -2.143 2.322
C 2.446 -3.393 2.761
C 2.840 -4.081 3.900
C 2.142 -5.209 4.317
C 1.039 -5.647 3.601
C 0.636 -4.960 2.461
C 1.338 -3.841 2.042
H 2.595 0.321 3.929
H 2.130 -1.316 4.392
H 0.242 0.334 4.678
H -0.162 -0.980 3.567
H -0.636 2.702 2.245
H -0.342 2.388 3.960
H -2.025 1.488 5.332
H -4.293 0.557 5.623
H -5.643 -0.043 3.636
H -4.722 0.289 1.378
H -2.442 1.221 1.085
H 3.986 -1.908 3.008
H 3.573 -2.234 1.317
H 3.694 -3.731 4.469
H 2.458 -5.739 5.206
H 0.493 -6.522 3.927
H -0.222 -5.299 1.895
H 1.035 -3.311 1.147
Cl 0.802 4.116 -2.073
C 1.449 3.974 -3.719
C 2.217 2.861 -3.980
C 2.654 2.754 -5.285
Cl 3.571 1.313 -5.710
C 2.353 3.674 -6.283
Cl 2.891 3.453 -7.907
C 1.566 4.780 -5.956
Cl 1.134 5.924 -7.171
C 1.101 4.942 -4.652
Cl 0.103 6.285 -4.240
C -1.271 -0.594 -1.883
P -0.100 0.023 -3.145
C 0.164 -1.411 -4.241
C 1.234 -2.253 -3.950
C 1.468 -3.393 -4.708
C 0.636 -3.693 -5.775
C -0.433 -2.858 -6.077
C -0.671 -1.728 -5.312
C -0.946 1.254 -4.188
C -1.867 2.141 -3.642
C -2.348 3.210 -4.387
C -1.902 3.412 -5.684
C -0.968 2.543 -6.232
C -0.487 1.477 -5.489
P -2.607 -1.784 -2.329
C -3.237 -2.114 -0.628
C -2.366 -2.336 0.440
C -2.841 -2.701 1.692
C -4.203 -2.853 1.904
C -5.082 -2.646 0.850
C -4.604 -2.287 -0.403
C -3.861 -0.612 -2.972
C -4.249 -0.728 -4.302
C -5.133 0.186 -4.864
C -5.651 1.212 -4.092
C -5.287 1.327 -2.754
C -4.396 0.423 -2.205
H -1.650 0.263 -1.318
H -0.593 -1.114 -1.200
H 1.894 -2.022 -3.120
H 2.304 -4.036 -4.469
H 0.820 -4.575 -6.375
H -1.084 -3.090 -6.910
H -1.507 -1.083 -5.553
H -2.208 2.019 -2.621
H -3.062 3.892 -3.944
H -2.264 4.254 -6.260
H -0.596 2.704 -7.237
H 0.266 0.827 -5.920
H -1.295 -2.233 0.308
H -2.142 -2.868 2.503
H -4.577 -3.132 2.881
H -6.148 -2.768 1.000
H -5.306 -2.132 -1.213
H -3.847 -1.535 -4.903
H -5.417 0.093 -5.904
H -6.340 1.924 -4.528
H -5.691 2.128 -2.148
H -4.102 0.516 -1.165
C 4.389 0.490 8.684
C 4.378 0.630 7.183
O 3.741 -0.093 6.460
S 5.375 1.986 6.612
C 5.111 1.929 4.864
C 4.074 2.650 4.279
C 3.885 2.611 2.908
C 4.735 1.855 2.084
C 5.789 1.157 2.687
C 5.970 1.189 4.059
C 4.496 1.785 0.676
C 4.113 1.609 -0.475
H 4.392 -0.568 8.939
H 3.473 0.936 9.075
H 5.242 0.991 9.139
H 3.422 3.251 4.903
H 3.085 3.176 2.445
H 6.462 0.587 2.062
H 6.787 0.642 4.513
```

Properties
HOMO level in eV: -7.84
E_LUMO in eV: -1.05
Kohn-Sham gap in eV: 6.80
Total charge: 0
Relative energy (zero: lowest compared OMol25 entry of this formula, charge and spin) in kcal/mol: 0.00
Total energy in Ha: -7317.1351

Mulliken population analysis, charges in e, atoms 1 to 99: Ca 1.459; S -0.275; C 0.041; N 0.812; C -0.034; C -0.728; N 0.381; C -1.819; C 0.510; C -0.393; C -0.813; C -0.592; C -0.590; C 0.117; C -0.029; S -0.145; C -1.679; C 0.531; C -0.235; C -0.734; C -0.431; C -0.713; C -0.097; H -0.665; H 0.583; H 0.637; H -0.013; H 0.705; H 0.583; H 0.373; H 0.396; H 0.444; H 0.456; H 0.403; H 0.435; H 0.598; H 0.417; H 0.387; H 0.391; H 0.485; H 0.404; Cl -0.181; C 1.645; C -2.218; C 0.768; Cl -0.225; C -0.343; Cl -0.179; C 0.566; Cl -0.183; C -0.506; Cl -0.164; C 0.946; P 1.312; C 0.683; C -0.620; C -0.603; C -0.607; C -0.879; C 0.040; C 0.954; C -0.624; C -0.587; C -0.938; C -0.729; C -0.939; P -0.251; C 0.550; C -0.133; C -0.220; C -0.698; C -0.748; C -0.635; C 0.534; C -0.440; C -0.689; C -0.583; C -0.615; C -0.158; H -0.114; H -0.719; H 0.186; H 0.454; H 0.386; H 0.431; H 0.512; H 0.224; H 0.486; H 0.434; H 0.477; H 0.593; H 0.112; H 0.448; H 0.433; H 0.398; H 0.405; H 0.514; H 0.440; H 0.400

---

DFT (ωB97M-V with the def2-TZVPD basis set) results for a 2-piece molecular cluster, C3H2F2O2 overall.

The geometry in XYZ format:
```
9
Properties=species:S:1:pos:R:3
F -0.770 -1.498 0.263
C -0.974 -0.272 -0.207
C -2.102 0.404 -0.072
F -2.017 1.693 -0.539
H -0.163 0.295 -0.618
H -2.944 0.294 0.498
O 2.958 0.016 -0.884
C 3.054 -0.281 0.229
O 2.958 -0.650 1.330
```

Properties
HOMO level in eV: -10.01
E_LUMO in eV: 0.41
Kohn-Sham gap in eV: 10.42
Total charge: 0
Relative energy (zero: lowest compared OMol25 entry of this formula, charge and spin) in kcal/mol: 13.83
SMILES: F/C=C/F.O=C=O
Total energy in Ha: -465.7047

From a Mulliken analysis of the wavefunction, the atomic charges in e read: F -0.225; C -0.067; C -0.143; F -0.247; H 0.299; H 0.375; O -0.355; C 0.723; O -0.361

---

DFT (ωB97M-V with the def2-TZVPD basis set) results for C15H20N4O in the gas phase.

The geometry in XYZ format:
```
40
Properties=species:S:1:pos:R:3
C 0.461 4.001 -1.200
C 0.843 3.673 0.218
C 0.464 2.270 0.595
C -0.282 2.095 1.753
C -0.742 0.817 2.047
C -1.637 0.579 3.197
C -2.106 1.475 4.200
C -2.999 0.761 4.987
O -3.081 -0.494 4.519
C -2.269 -0.616 3.423
N -0.434 -0.188 1.192
C 0.384 0.045 0.166
N 0.800 -1.059 -0.580
C -0.105 -2.180 -0.633
C 0.455 -3.408 -1.306
N 1.181 -3.116 -2.600
C 0.285 -2.831 -3.751
C 2.247 -2.121 -2.322
C 1.658 -0.803 -1.755
N 0.858 1.265 -0.150
H 1.020 3.383 -1.936
H 0.666 5.060 -1.436
H -0.561 3.822 -1.381
H 1.910 3.762 0.298
H 0.327 4.386 0.904
H -0.649 2.955 2.313
H -1.821 2.510 4.300
H -3.594 1.067 5.845
H -2.195 -1.536 2.846
H -1.043 -1.855 -1.124
H -0.327 -2.503 0.384
H -0.359 -4.138 -1.504
H 1.167 -3.827 -0.620
H -0.249 -3.738 -4.031
H -0.480 -2.141 -3.469
H 0.878 -2.441 -4.605
H 2.893 -2.527 -1.578
H 2.854 -1.931 -3.215
H 1.093 -0.283 -2.517
H 2.488 -0.191 -1.474
```

Properties
HOMO level in eV: -8.07
E_LUMO in eV: 0.63
Kohn-Sham gap in eV: 8.71
Total charge: 0
Relative energy (zero: lowest compared OMol25 entry of this formula, charge and spin) in kcal/mol: 50.19
SMILES: CCc1cc(-c2ccoc2)nc(N2CCN(C)CC2)n1
Total energy in Ha: -877.8174

From a Mulliken analysis of the wavefunction, the atomic charges in e read: C -1.215; C -0.363; C 0.496; C -0.577; C 0.524; C 0.532; C -0.799; C -0.376; O -0.364; C -0.345; N -0.334; C 0.012; N 0.224; C -0.156; C -1.184; N 0.020; C -0.854; C -1.187; C -0.411; N -0.367; H 0.254; H 0.353; H 0.384; H 0.293; H 0.239; H 0.163; H 0.396; H 0.412; H 0.459; H 0.284; H 0.238; H 0.352; H 0.411; H 0.291; H 0.348; H 0.266; H 0.383; H 0.405; H 0.332; H 0.461

---

DFT (ωB97M-V with the def2-TZVPD basis set) results for a 2-piece molecular cluster, C3H7NO3 overall.

The geometry in XYZ format:
```
14
Properties=species:S:1:pos:R:3
C -0.347 -0.549 0.054
C 0.369 -1.215 -1.124
N -0.140 0.885 0.046
C -1.007 1.597 1.872
O 1.210 1.210 0.358
O -0.091 -0.707 -2.361
O -0.567 1.074 2.796
H 1.459 0.727 1.168
H -0.044 0.256 -2.299
H -1.021 1.802 0.673
H -1.425 -0.707 -0.046
H -0.013 -1.012 1.001
H 1.452 -1.072 -1.016
H 0.163 -2.288 -1.123
```

Properties
HOMO level in eV: -8.52
E_LUMO in eV: 0.32
Kohn-Sham gap in eV: 8.84
Total charge: 0
Relative energy (zero: lowest compared OMol25 entry of this formula, charge and spin) in kcal/mol: 144.16
Total energy in Ha: -398.8079

From a Mulliken analysis of the wavefunction, the atomic charges in e read: C -0.428; C -0.512; N -0.436; C 0.067; O -0.368; O -0.521; O -0.209; H 0.314; H 0.337; H 0.492; H 0.271; H 0.378; H 0.265; H 0.349

---

DFT (ωB97M-V with the def2-TZVPD basis set) results for C6H11F12N2P2Rb as an isolated structure.

The geometry in XYZ format:
```
34
Properties=species:S:1:pos:R:3
Rb -0.185 -2.588 -2.142
C 2.019 0.482 -0.952
C 0.928 1.000 -0.021
N 0.998 2.473 0.306
C 2.105 3.195 0.714
C 1.650 4.399 1.137
N 0.257 4.387 1.096
C -0.079 3.187 0.608
C -0.655 5.429 1.540
H 2.338 1.084 -1.805
H 1.628 -0.453 -1.331
H 2.909 0.383 -0.333
H 1.116 0.638 0.990
H -0.086 0.753 -0.319
H 3.101 2.826 0.548
H 2.162 5.272 1.504
H -1.085 2.842 0.434
H -1.529 5.347 0.898
H -0.106 6.364 1.469
H -0.981 5.322 2.574
P -2.532 -5.346 -2.898
F -3.920 -5.857 -2.270
F -3.305 -4.348 -3.935
F -2.457 -4.088 -1.840
F -1.145 -4.690 -3.428
F -1.754 -6.371 -1.923
F -2.541 -6.450 -4.049
P 0.135 -2.187 1.958
F 1.301 -1.130 2.482
F -0.544 -2.066 3.387
F -0.806 -1.004 1.331
F -0.987 -3.204 1.377
F 0.908 -2.225 0.509
F 1.141 -3.380 2.383
```

Properties
HOMO level in eV: -11.11
E_LUMO in eV: -1.04
Kohn-Sham gap in eV: 10.07
Total charge: 0
Relative energy (zero: lowest compared OMol25 entry of this formula, charge and spin) in kcal/mol: 35.13
Total energy in Ha: -2250.3745

From a Mulliken analysis of the wavefunction, the atomic charges in e read: Rb 1.024; C -1.095; C -0.305; N 0.210; C -0.315; C -0.448; N 0.135; C -0.145; C -0.768; H 0.403; H -0.003; H 0.401; H 0.469; H 0.284; H 0.418; H 0.421; H 0.366; H 0.329; H 0.313; H 0.310; P 1.154; F -0.335; F -0.364; F -0.419; F -0.391; F -0.324; F -0.333; P 1.201; F -0.392; F -0.346; F -0.351; F -0.340; F -0.401; F -0.363

---

DFT (ωB97M-V with the def2-TZVPD basis set) results for a 3-piece molecular cluster, C24H48N3O9P2S2 overall.

The geometry in XYZ format:
```
88
Properties=species:S:1:pos:R:3
S -1.154 -2.942 -0.769
C -2.608 -2.384 -1.449
S -3.315 -0.761 -0.732
C -1.942 0.553 -0.734
C -1.448 0.992 -2.233
C -0.273 0.054 -2.887
C 1.194 0.338 -2.199
C 1.648 -0.117 -0.692
C 3.112 0.255 -0.089
N 4.064 1.014 -0.932
N 3.686 1.343 -2.191
C 2.430 1.146 -2.987
N -3.387 -3.012 -2.580
C -2.786 -4.306 -3.076
C -1.628 -3.945 -4.182
O -2.120 -3.310 -5.414
C -3.360 -2.549 -5.202
C -3.575 -1.985 -3.673
H -1.098 0.130 -0.041
H -2.358 1.526 -0.194
H -1.065 2.119 -2.223
H -2.403 0.997 -2.937
H -0.177 0.380 -4.030
H -0.567 -1.085 -2.910
H 0.909 -0.732 0.003
H 3.365 -0.091 1.021
H 4.442 1.859 -2.743
H 2.321 1.530 -4.106
H -3.653 -4.864 -3.680
H -2.456 -5.058 -2.240
H -1.146 -4.981 -4.511
H -0.734 -3.302 -3.763
H -3.416 -1.617 -5.919
H -4.283 -3.253 -5.454
H -4.715 -1.636 -3.604
H -2.882 -1.031 -3.573
O -3.877 5.603 3.507
P -3.179 6.041 2.196
O -4.585 6.439 1.408
C -5.456 7.410 1.962
C -5.125 8.796 1.447
O -3.028 4.498 1.582
C -2.905 3.401 2.475
C -4.268 2.776 2.754
O -2.399 6.530 0.731
C -1.932 7.855 0.574
C -1.305 8.449 1.818
H -5.435 7.395 3.055
H -6.471 7.147 1.649
H -4.175 9.143 1.862
H -5.896 9.514 1.734
H -5.031 8.796 0.356
H -2.412 3.708 3.404
H -2.254 2.659 2.005
H -5.033 3.525 2.965
H -4.212 2.085 3.599
H -4.609 2.219 1.874
H -2.745 8.479 0.200
H -1.177 7.831 -0.220
H -1.993 8.438 2.667
H -1.009 9.488 1.632
H -0.415 7.882 2.110
O 3.723 -3.433 1.189
P 4.151 -4.859 1.615
O 5.708 -4.715 1.057
C 6.543 -3.681 1.547
C 7.334 -4.144 2.753
O 3.519 -5.615 0.270
C 2.390 -5.051 -0.382
C 2.825 -4.148 -1.531
O 4.630 -6.452 2.090
C 5.116 -6.696 3.395
C 4.393 -5.934 4.485
H 5.971 -2.780 1.790
H 7.239 -3.422 0.744
H 6.676 -4.274 3.617
H 8.098 -3.412 3.025
H 7.819 -5.106 2.558
H 1.759 -4.509 0.331
H 1.786 -5.873 -0.775
H 3.641 -3.480 -1.249
H 1.987 -3.545 -1.889
H 3.194 -4.757 -2.365
H 6.190 -6.504 3.418
H 4.996 -7.770 3.581
H 4.422 -4.855 4.317
H 4.853 -6.140 5.458
H 3.340 -6.230 4.530
```

Properties
HOMO level in eV: -10.93
E_LUMO in eV: -4.96
Kohn-Sham gap in eV: 5.98
Total charge: +1
Total energy in Ha: -3263.0798

From a Mulliken analysis of the wavefunction, the atomic charges in e read: S -0.016; C -0.103; S -0.074; C 0.056; C -0.776; C 0.232; C 0.216; C 0.120; C -0.217; N -0.631; N 0.227; C -0.217; N 0.037; C -0.628; C 0.097; O -0.387; C -0.473; C -0.064; H 0.120; H -0.032; H 0.388; H 0.350; H 0.371; H -0.359; H 0.158; H 0.359; H 0.315; H 0.364; H 0.311; H 0.367; H 0.322; H -0.111; H 0.321; H 0.262; H 0.280; H -0.215; O -0.697; P 0.959; O -0.319; C -0.270; C -1.031; O -0.341; C -0.388; C -1.034; O -0.295; C -0.064; C -1.246; H 0.292; H 0.317; H 0.215; H 0.419; H 0.243; H 0.383; H 0.358; H 0.298; H 0.369; H 0.239; H 0.173; H 0.333; H 0.384; H 0.365; H 0.359; O -0.642; P 0.954; O -0.330; C -0.166; C -1.116; O -0.384; C -0.341; C -0.741; O -0.321; C -0.046; C -1.220; H 0.226; H 0.345; H 0.238; H 0.425; H 0.252; H 0.268; H 0.359; H 0.230; H 0.092; H 0.324; H 0.159; H 0.355; H 0.361; H 0.368; H 0.358

---

What is the total charge in the first record? 0

---

Number 5 is which compound? C6H11F12N2P2Rb

---

What is the formula in the fifth record? C6H11F12N2P2Rb